Entry from the Open Molecules 2025 dataset: 2 unconnected molecules or ions with the total composition C2H3IO (ωB97M-V/def2-TZVPD).

```
! wB97M-V def2-TZVPD RIJCOSX def2/J DEFGRID3
* xyz 0 1
C -0.72951 0.70206 1.18120
C 0.37301 -0.99768 -0.95679
O -0.68488 0.22936 2.26551
I 0.87384 0.65418 -2.14318
H -0.34132 1.68417 0.92989
H 1.24272 -1.28682 -0.40788
H -0.73385 -0.98528 -0.86876
*
```

The calculation puts the HOMO energy (alpha / beta) at -8.6 / -8.6 eV. The frontier orbital gap (alpha / beta) comes out at 7.994 / 8.407 eV. The value obtained for the relative energy (zero: lowest compared OMol25 entry of this formula, charge and spin) is 95.02 kcal per mole. The LUMO energy (alpha / beta) is -0.630 / -0.156 eV.



Entry from the Open Molecules 2025 dataset: a molecular structure, C24H64Cl4N5O (ωB97M-V/def2-TZVPD).

```
! wB97M-V def2-TZVPD RIJCOSX def2/J DEFGRID3
* xyz 1 1
N -4.54856 0.19418 -1.74647
H -3.69548 0.66826 -2.00649
H -4.29588 -0.52936 -1.08864
H -5.08076 -0.21976 -2.49848
H -5.15773 0.80365 -1.21964
N -1.44474 -0.55949 -1.15951
H -2.31650 -0.39088 -0.67815
H -1.48146 0.08897 -1.93298
H -1.23107 -1.51302 -1.41491
H -0.65562 -0.26980 -0.59964
C 2.05722 -1.11809 2.84193
C 1.53802 -2.52931 2.77694
N 0.85316 -2.86789 1.45537
C 1.83994 -2.66211 0.26465
C 0.35477 -4.40466 1.57790
C -0.15151 -4.86346 0.22586
C -0.38550 -1.93723 1.16813
C -1.72989 -2.28943 1.88743
O -1.45745 -2.71087 3.27263
C -2.49141 -3.51127 3.76468
H 2.18002 -0.51920 1.93951
H 3.03126 -1.08410 3.32997
H 1.49908 -0.44938 3.49722
H 0.76874 -2.77789 3.50805
H 2.34786 -3.25872 2.76199
H 1.39181 -3.04623 -0.65171
H 2.72184 -3.26453 0.48250
H 2.03488 -1.60097 0.10950
H -0.49651 -4.51978 2.24886
H 1.12254 -5.04781 2.00799
H -0.78343 -5.69344 0.54197
H 0.57981 -5.37947 -0.39624
H -0.68668 -4.18382 -0.43731
H -0.49855 -1.90745 0.08442
H 0.01816 -0.95823 1.42645
H -2.22933 -2.98849 1.21663
H -2.34336 -1.39328 1.98063
H -2.40743 -3.78024 4.81763
H -2.47604 -4.51009 3.32854
H -3.38523 -2.89902 3.64491
C -0.25704 4.98726 3.27015
C -0.43054 4.60293 1.77635
C -1.06423 3.22184 1.63422
N -1.85616 3.22592 0.33147
C -0.96364 3.52565 -0.94212
C -3.16484 4.04855 0.26368
C -4.30593 3.07759 0.57289
C -3.80877 1.84415 -0.16502
C -2.36164 1.75964 0.20865
H -1.28191 4.93590 3.63773
H 0.03157 6.03784 3.23725
H 0.44202 4.34348 3.80398
H 0.56814 4.40124 1.38899
H -0.82249 5.41998 1.17063
H -1.78579 3.07739 2.43832
H -0.34604 2.40398 1.69268
H -1.51857 2.99091 -1.71296
H 0.03361 3.10249 -0.82158
H -0.88423 4.61161 -0.99204
H -3.25294 4.20917 -0.81082
H -3.03973 5.06890 0.62609
H -5.26685 3.52003 0.31024
H -4.46720 2.97008 1.64552
H -4.05068 1.99948 -1.21643
H -4.37374 0.96304 0.13923
H -1.69650 1.18798 -0.43857
H -2.34284 1.26259 1.17855
C 6.69167 -0.60818 -2.61292
C 5.36417 0.23219 -2.59989
C 4.23207 -0.53164 -1.94322
N 2.84664 0.24708 -1.99754
C 2.95311 1.77117 -1.84878
C 1.91981 -0.21468 -0.91589
C 0.76265 -0.93095 -1.53216
C 0.59378 -0.19312 -2.86004
C 2.03219 -0.10988 -3.30862
H 7.56382 0.04452 -2.65084
H 6.70015 -1.19765 -3.52973
H 6.79865 -1.19983 -1.70373
H 5.00366 0.42231 -3.61082
H 5.44396 1.12169 -1.97497
H 4.34694 -0.39210 -0.86831
H 4.20998 -1.58458 -2.22417
H 1.94300 2.18077 -1.84552
H 3.48395 2.22655 -2.68480
H 3.44657 1.82043 -0.87812
H 1.63442 0.58301 -0.23008
H 2.45612 -0.93010 -0.29249
H -0.13731 -0.85354 -0.92209
H 0.96941 -1.99326 -1.66191
H 0.04948 0.70533 -2.56917
H 0.02257 -0.77993 -3.57940
H 2.20101 0.56289 -4.14943
H 2.40002 -1.07704 -3.65126
Cl -0.52988 -2.72675 -2.00697
Cl 0.01290 0.67434 0.58746
Cl -2.37952 1.09907 -2.63821
Cl -3.67766 -1.28426 0.14481
*
```

The calculation puts the HOMO energy at -9.8 eV. The frontier orbital gap comes out at 7.912 eV. The LUMO energy is -1.921 eV.



Entry from the Open Molecules 2025 dataset: a gas-phase ion, C3H8N3 (charge +1) (ωB97M-V/def2-TZVPD).

```
! wB97M-V def2-TZVPD RIJCOSX def2/J DEFGRID3
* xyz 1 3
C -0.17190 -0.58547 0.42848
C 1.01489 1.28798 -0.89732
C 0.02267 0.09941 -0.97984
N -2.39833 -1.53579 0.57835
N -1.32459 -1.08547 0.55270
N 0.77596 -0.62409 1.36665
H 2.12077 1.12896 -0.65818
H 0.97090 1.71957 -1.97010
H 0.50463 1.97990 -0.21147
H -0.81429 0.68113 -1.09445
H 0.11383 -0.65052 -1.72073
H -3.11332 -0.96607 1.05203
H 1.77142 -0.49032 1.19439
H 0.52737 -0.95922 2.35949
*
```

The calculation puts the HOMO energy (alpha / beta) at -12.5 / -16.5 eV. The frontier orbital gap (alpha / beta) comes out at 9.097 / 9.209 eV. The value obtained for the relative energy (zero: lowest compared OMol25 entry of this formula, charge and spin) is 15.80 kcal per mole. Its expectation value of S² is 2.02. The LUMO energy (alpha / beta) is -3.413 / -7.302 eV.



Entry from the Open Molecules 2025 dataset: 4 unconnected molecules or ions with the total composition C3H13NO4 (ωB97M-V/def2-TZVPD).

```
! wB97M-V def2-TZVPD RIJCOSX def2/J DEFGRID3
* xyz 0 1
C 1.56805 1.69866 1.76082
N 0.35164 2.13204 1.03966
C -0.07031 1.18278 -0.00224
C 0.83037 1.21609 -1.21044
O 0.46172 0.72338 -2.24812
H 2.37013 1.58525 1.03328
H 1.84996 2.54126 2.38861
H 1.46290 0.75344 2.29866
H -0.39294 2.19235 1.71116
H -1.05940 1.49884 -0.33680
H -0.17279 0.15751 0.36962
H 1.80081 1.70253 -1.05037
H -0.71385 -1.04712 -2.53174
H -2.14303 -0.63575 -2.71764
O -1.60126 -1.35095 -2.35025
H 0.60462 -3.23394 -0.14230
H 0.42260 -2.28448 0.91636
O 1.05328 -2.95136 0.65422
H -2.61384 -2.55235 0.43551
H -1.83682 -1.61290 -0.46558
O -2.17187 -1.71529 0.44756
*
```

The calculation puts the HOMO energy at -9.5 eV. Its SMILES is CNCC=O.O.O.O. The frontier orbital gap comes out at 10.127 eV. The value obtained for the relative energy (zero: lowest compared OMol25 entry of this formula, charge and spin) is 42.13 kcal per mole. The LUMO energy is 0.594 eV.



Entry from the Open Molecules 2025 dataset: 15 unconnected molecules or ions with the total composition H30O15 (ωB97M-V/def2-TZVPD).

```
! wB97M-V def2-TZVPD RIJCOSX def2/J DEFGRID3
* xyz 0 1
H 0.11638 0.10683 0.33842
H -1.36550 -0.38741 -0.04339
H 2.12064 -3.32699 -0.99606
H 2.95550 -4.10439 -0.07829
H -1.84783 -1.26447 1.40268
H -1.62228 -2.65308 0.50770
H -3.37386 -0.86163 2.07881
H -3.62717 -2.18556 2.57211
H -0.76059 -1.74591 -0.87658
H 0.65227 -1.61106 -0.22205
H -0.36110 2.72978 -1.77748
H 0.78024 3.57615 -2.20138
H -0.66376 0.90833 -3.49212
H -0.82491 1.01570 -2.00404
H -1.30203 1.34189 2.04557
H -0.11089 1.12884 2.66976
H -0.94116 4.37260 2.60121
H 0.28922 3.70556 2.12589
H 1.08116 1.41670 -1.06427
H 0.77430 0.49567 -2.32852
H 1.78156 2.68282 1.60961
H 1.72865 1.16384 1.47658
H -3.81884 -0.02796 -1.21288
H -3.91262 1.06782 -0.24747
H 3.61061 -0.58388 1.54003
H 3.48866 -0.38627 -0.05713
H 1.29785 0.15457 -4.09205
H 2.57766 1.09895 -3.80954
H 0.57095 -3.42935 2.40165
H 1.35786 -4.67428 2.07253
O -0.52637 -0.12547 -0.40246
O 2.50114 -4.17262 -0.95716
O -1.62876 -2.18406 1.39922
O -3.99986 -1.27792 2.58324
O -0.05665 -2.25038 -0.46941
O 0.16191 3.41523 -1.40580
O -1.00710 1.53813 -2.83716
O -0.48345 1.77242 2.03753
O -0.32885 4.42296 1.91733
O 1.43537 0.82495 -1.69195
O 1.60439 1.91519 2.09777
O -4.31499 0.73837 -1.07455
O 3.20643 -0.93364 0.68914
O 2.09587 0.66234 -4.50258
O 0.68993 -4.06932 1.67756
*
```

The calculation puts the HOMO energy at -10.9 eV. The frontier orbital gap comes out at 9.816 eV. The value obtained for the relative energy (zero: lowest compared OMol25 entry of this formula, charge and spin) is 175.78 kcal per mole. The LUMO energy is -1.085 eV.



What E values result from the calculations? In sequence: -450.77735 -3141.67793 -282.94683 -477.79038 -1146.35994 Ha.